# 1
Entry from the OMol25 dataset: C53H55AuClIN2O6 as an isolated structure (ωB97M-V/def2-TZVPD).

Structure (XYZ):
```
119
Properties=species:S:1:pos:R:3
Au 0.511 -0.153 0.217
C -1.850 1.304 4.283
C -0.505 0.839 3.706
C 0.136 -0.123 4.709
C 0.390 2.022 3.361
C 1.151 2.597 4.365
C 1.935 3.714 4.117
C 1.938 4.266 2.853
C 1.203 3.720 1.797
C 1.236 4.565 0.516
C 0.257 4.254 -0.613
C 2.652 4.642 -0.078
C 0.439 2.569 2.055
N -0.302 1.909 1.046
C -1.591 2.224 0.942
C -2.541 1.470 0.150
N -2.223 0.422 -0.536
C -3.253 -0.299 -1.160
C -3.923 -1.279 -0.407
C -4.995 -1.954 -0.977
C -5.384 -1.706 -2.281
C -4.672 -0.786 -3.034
C -3.604 -0.071 -2.505
C -2.863 0.877 -3.440
C -1.474 0.332 -3.772
C -2.758 2.335 -2.981
C -3.480 -1.605 1.007
C -4.427 -1.009 2.053
C -3.333 -3.112 1.218
C -3.870 2.147 0.284
C -5.128 1.916 -0.208
C -6.164 2.831 0.120
C -5.950 3.934 0.906
C -4.656 4.193 1.428
C -4.273 5.289 2.251
C -2.970 5.388 2.666
C -1.969 4.445 2.314
C -2.305 3.373 1.516
C -3.662 3.281 1.095
H -2.451 0.433 4.562
H -2.430 1.903 3.585
H -1.681 1.901 5.184
H -0.700 0.286 2.785
H 0.085 0.283 5.726
H 1.177 -0.323 4.458
H -0.422 -1.064 4.712
H 1.154 2.149 5.351
H 2.541 4.146 4.905
H 2.516 5.166 2.669
H 0.980 5.574 0.863
H 0.387 3.243 -0.991
H 0.445 4.953 -1.434
H -0.782 4.366 -0.310
H 2.834 3.794 -0.740
H 3.427 4.625 0.688
H 2.765 5.558 -0.666
H -5.524 -2.701 -0.395
H -6.213 -2.250 -2.720
H -4.948 -0.615 -4.070
H -3.453 0.884 -4.364
H -0.862 0.312 -2.872
H -0.987 0.961 -4.525
H -1.529 -0.694 -4.137
H -2.046 2.445 -2.165
H -3.721 2.729 -2.651
H -2.406 2.949 -3.815
H -2.496 -1.156 1.149
H -5.434 -1.421 1.934
H -4.494 0.077 1.967
H -4.078 -1.251 3.061
H -4.302 -3.619 1.162
H -2.911 -3.313 2.206
H -2.674 -3.549 0.471
H -5.354 1.059 -0.828
H -7.158 2.645 -0.271
H -6.766 4.612 1.131
H -5.006 6.033 2.542
H -2.682 6.221 3.298
H -0.965 4.578 2.697
I 3.698 0.905 -1.027
C 1.615 0.586 -1.411
H 1.575 -0.163 -2.199
H 1.224 1.534 -1.761
C 2.128 -6.226 1.168
C 2.051 -5.144 2.221
C 2.990 -5.207 3.255
C 2.979 -4.313 4.301
Cl 4.185 -4.451 5.564
C 2.020 -3.316 4.367
C 1.099 -3.228 3.346
C 1.108 -4.108 2.261
O 0.145 -3.840 1.339
C 0.352 -4.165 -0.036
C -0.520 -3.268 -0.940
O -1.392 -3.860 -1.593
O -0.255 -2.027 -1.002
H 2.690 -7.071 1.569
H 2.643 -5.885 0.268
H 1.146 -6.590 0.877
H 3.741 -5.988 3.233
H 2.022 -2.596 5.174
H 0.379 -2.423 3.321
H 0.067 -5.194 -0.243
H 1.398 -3.996 -0.277
O 2.846 -2.111 0.014
C 3.873 -2.359 0.864
C 4.955 -3.128 0.435
C 6.010 -3.403 1.288
C 5.996 -2.894 2.579
C 4.929 -2.106 2.983
C 3.848 -1.820 2.153
C 2.734 -0.930 2.735
O 3.030 -0.354 3.791
O 1.597 -0.942 2.178
H 3.091 -2.378 -0.879
H 4.960 -3.505 -0.584
H 6.838 -4.009 0.941
H 6.813 -3.101 3.260
H 4.893 -1.671 3.974
```

Summary:
Expectation value of S² ... 2.025
Spin multiplicity ... 3
HOMO (spin up / spin down) ... -1.179 / -2.928 eV
Energy ... -3507.21424 a.u.
Charge ... -2
Energy relative to the best compared isomer or geometry (same formula, charge and spin) ... 1.432 eV
Kohn-Sham gap (spin up / spin down) ... 5.1467 / 6.8374 eV

Löwdin population analysis, charges in e, atoms 1 to 4:
1. Au 0.985
2. C -0.050
3. C -0.350
4. C -0.086

---

# 2
Entry from the OMol25 dataset: C53H56FGeN5O3W as an isolated structure in a non-equilibrium geometry (ωB97M-V/def2-TZVPD).

Structure (XYZ):
```
120
Properties=species:S:1:pos:R:3
W 0.518 -0.366 1.445
C -5.717 3.933 -0.189
C -4.334 4.526 -0.450
N -3.284 3.515 -0.406
C -2.742 3.226 0.815
C -1.754 2.322 1.011
C -1.216 2.110 2.413
O -1.603 2.853 3.295
O -0.376 1.154 2.523
C -1.210 1.639 -0.109
O -0.283 0.808 -0.033
C -1.772 1.939 -1.396
C -1.253 1.309 -2.533
C -1.790 1.577 -3.758
F -1.238 1.021 -4.856
C -2.906 2.398 -3.915
C -3.434 3.019 -2.784
C -2.844 2.845 -1.530
N -3.453 2.592 -5.195
C -4.119 3.801 -5.579
C -5.638 3.604 -5.682
N -5.885 2.465 -6.627
C -5.227 1.204 -6.142
C -3.723 1.472 -6.063
H -6.479 4.711 -0.230
H -5.743 3.473 0.799
H -5.952 3.164 -0.928
H -4.106 5.273 0.309
H -4.307 5.032 -1.414
H -3.138 3.766 1.666
H -0.417 0.627 -2.418
H -4.308 3.645 -2.897
H -3.751 4.131 -6.562
H -3.905 4.593 -4.865
H -6.134 4.493 -6.066
H -6.060 3.334 -4.715
H -5.457 2.704 -7.524
H -6.883 2.324 -6.778
H -5.457 0.393 -6.831
H -5.625 0.971 -5.155
H -3.345 1.678 -7.075
H -3.224 0.578 -5.705
C 2.321 0.573 1.623
Ge 3.798 -0.343 0.818
C 3.452 -0.722 -1.098
C 2.592 0.102 -1.822
C 2.420 -0.078 -3.187
C 3.094 -1.094 -3.853
C 3.957 -1.914 -3.147
C 4.142 -1.716 -1.784
C 4.285 -2.034 1.759
C 3.401 -3.114 1.748
C 3.736 -4.313 2.360
C 4.950 -4.447 3.018
C 5.816 -3.367 3.081
C 5.484 -2.172 2.456
C 5.385 0.865 0.740
C 6.725 0.488 0.690
C 7.735 1.441 0.638
C 7.422 2.792 0.616
C 6.092 3.186 0.647
C 5.090 2.229 0.714
H 2.564 1.270 2.421
H 2.062 0.891 -1.301
H 1.772 0.584 -3.753
H 2.952 -1.231 -4.919
H 4.491 -2.709 -3.656
H 4.835 -2.352 -1.243
H 2.440 -3.000 1.272
H 3.040 -5.144 2.336
H 5.215 -5.389 3.483
H 6.754 -3.455 3.617
H 6.161 -1.328 2.524
H 6.990 -0.563 0.677
H 8.772 1.129 0.613
H 8.211 3.533 0.574
H 5.832 4.238 0.623
H 4.050 2.539 0.749
C 2.342 -0.271 5.084
C 1.455 -1.351 5.712
C 1.946 -2.745 5.315
C -0.016 -1.185 5.380
C -0.885 -0.871 6.411
C -2.258 -0.796 6.227
C -2.771 -1.140 4.989
C -1.947 -1.468 3.923
C -2.607 -1.966 2.644
C -2.007 -3.278 2.117
C -2.604 -0.902 1.541
C -0.526 -1.356 4.055
N 0.269 -1.409 2.958
H 3.365 -0.355 5.461
H 1.959 0.724 5.320
H 2.359 -0.389 4.003
H 1.543 -1.266 6.800
H 1.843 -2.874 4.240
H 1.361 -3.518 5.820
H 2.999 -2.875 5.579
H -0.476 -0.690 7.400
H -2.914 -0.509 7.039
H -3.848 -1.174 4.849
H -3.653 -2.170 2.898
H -0.972 -3.130 1.823
H -2.568 -3.633 1.247
H -2.033 -4.047 2.891
H -1.562 -0.746 1.218
H -3.007 0.042 1.908
H -3.183 -1.228 0.671
N 0.764 -1.664 0.184
C 0.416 -2.433 -0.872
C -0.776 -2.154 -1.585
C -1.187 -2.942 -2.641
C -0.431 -4.036 -3.046
C 0.754 -4.311 -2.375
C 1.176 -3.534 -1.312
H -1.361 -1.298 -1.267
H -2.113 -2.704 -3.158
H -0.768 -4.661 -3.863
H 1.361 -5.153 -2.688
H 2.099 -3.764 -0.797
```

Summary:
HOMO ... -5.127 eV
Energy ... -4796.50476 a.u.
Charge ... 0
Energy relative to the best compared isomer or geometry (same formula, charge and spin) ... 1.046 eV
Kohn-Sham gap ... 2.8858 eV

Löwdin population analysis, charges in e, atoms 1 to 4:
1. W 1.533
2. C -0.060
3. C -0.192
4. N -0.031

---

# 3
Entry from the OMol25 dataset: a 6-piece molecular cluster, C53H57BN2O14P overall in a non-equilibrium geometry (ωB97M-V/def2-TZVPD).

Structure (XYZ):
```
128
Properties=species:S:1:pos:R:3
C 2.147 -2.038 2.303
O 1.252 -1.119 1.664
C 0.576 -0.357 2.666
C -0.952 -0.676 2.690
C -1.722 0.650 2.960
C -2.209 1.378 1.673
C -1.207 1.268 0.491
C -1.876 1.937 -0.759
C -1.683 1.144 -2.033
N -0.744 1.536 -2.885
C -0.482 0.906 -4.068
C 0.684 1.517 -4.852
C 0.195 2.678 -5.767
C 1.066 2.893 -7.026
C 2.587 2.967 -6.761
N 3.114 4.369 -6.791
C 4.121 4.460 -5.774
C 3.797 5.136 -4.433
O 5.225 3.984 -5.951
C -1.201 -0.189 -4.486
P -0.690 -0.893 -6.094
O 0.010 -2.186 -5.970
C -2.246 -0.669 -3.591
C -3.067 -1.793 -3.925
B -3.114 -2.712 -5.235
C -4.221 -2.362 -6.327
O -2.260 -3.782 -5.397
C -3.992 -2.167 -2.966
C -4.177 -1.520 -1.728
C -3.436 -0.424 -1.409
C -2.458 0.006 -2.349
H 2.795 -2.462 1.525
H 1.543 -2.806 2.811
H 2.818 -1.527 3.016
H 0.693 0.701 2.378
H 0.977 -0.502 3.679
H -1.272 -1.138 1.742
H -1.191 -1.414 3.469
H -1.041 1.332 3.485
H -2.617 0.407 3.549
H -3.220 1.036 1.410
H -2.290 2.459 1.886
H -0.306 1.829 0.768
H -0.989 0.228 0.215
H -1.553 2.972 -0.952
H -2.960 1.985 -0.585
H -0.189 2.345 -2.624
H 1.354 1.949 -4.084
H 1.280 0.756 -5.362
H 0.095 3.606 -5.182
H -0.822 2.409 -6.105
H 0.874 2.080 -7.739
H 0.771 3.839 -7.507
H 3.094 2.433 -7.578
H 2.915 2.479 -5.829
H 2.387 5.031 -6.528
H 4.709 5.584 -4.024
H 3.431 4.378 -3.722
H 2.987 5.862 -4.591
H 0.150 -0.016 -6.822
H -1.862 -1.026 -6.892
H -4.010 -2.826 -7.295
H -4.265 -1.260 -6.379
H -5.190 -2.671 -5.896
H -2.488 -4.439 -4.721
H -4.637 -3.033 -3.146
H -4.917 -1.877 -1.010
H -3.553 0.096 -0.463
C -1.726 -7.101 3.832
C -2.281 -5.966 3.416
C -1.490 -4.948 2.684
O -1.992 -3.906 2.305
C -0.063 -5.242 2.430
C 0.494 -6.375 2.845
C -0.292 -7.396 3.579
O 0.213 -8.429 3.957
H -2.285 -7.856 4.370
H -3.324 -5.734 3.592
H 0.494 -4.486 1.893
H 1.537 -6.604 2.669
C 10.544 5.360 -4.125
C 9.556 6.231 -3.938
C 8.174 5.930 -4.383
O 7.269 6.725 -4.214
C 7.931 4.626 -5.042
C 8.920 3.754 -5.229
C 10.303 4.051 -4.785
O 11.205 3.258 -4.952
H 11.560 5.560 -3.809
H 9.711 7.190 -3.459
H 6.907 4.430 -5.359
H 8.764 2.796 -5.708
C -4.227 2.756 8.113
C -3.089 2.180 7.732
C -2.559 2.359 6.359
O -1.523 1.832 6.009
C -3.343 3.204 5.427
C -4.481 3.780 5.807
C -5.012 3.602 7.181
O -6.047 4.127 7.527
H -4.630 2.637 9.110
H -2.502 1.560 8.398
H -2.939 3.323 4.429
H -5.067 4.399 5.140
C 5.630 -4.401 6.584
C 4.531 -4.888 6.014
C 3.385 -4.010 5.678
O 2.381 -4.454 5.159
C 3.509 -2.568 6.000
C 4.607 -2.079 6.570
C 5.756 -2.958 6.906
O 6.756 -2.513 7.423
H 6.477 -5.026 6.837
H 4.421 -5.938 5.770
H 2.661 -1.944 5.746
H 4.716 -1.030 6.813
C -5.481 -3.024 3.089
C -4.942 -1.830 2.860
C -5.760 -0.594 2.914
O -5.261 0.494 2.701
C -7.200 -0.735 3.233
C -7.741 -1.930 3.462
C -6.924 -3.169 3.409
O -7.414 -4.256 3.618
H -4.900 -3.936 3.053
H -3.890 -1.707 2.626
H -7.778 0.179 3.268
H -8.790 -2.055 3.696
```

Summary:
HOMO ... -11.145 eV
Energy ... -3582.48833 a.u.
Charge ... +1
Kohn-Sham gap ... 6.9772 eV

Löwdin population analysis, charges in e, atoms 1 to 4:
1. C -0.102
2. O -0.198
3. C -0.218
4. C -0.166